Entry 1:
C33H32N3O8PS2Zr | wB97M-V/def2-TZVPD

```
80
C33H32N3O8PS2Zr (wB97M-V/def2-TZVPD)
Zr -0.18 -0.03 0.11
O 5.59 -2.35 0.06
C 4.54 -1.78 -0.06
C 4.06 -0.57 0.76
O 4.69 0.01 1.61
C 2.70 -0.30 0.28
C 2.35 -1.17 -0.73
O 1.14 -1.06 -1.21
C 3.40 -2.14 -1.02
O 3.39 -3.05 -1.83
O 1.81 0.56 0.68
C -4.43 1.22 -1.37
C -4.95 1.77 -0.20
C -4.08 2.14 0.80
C -2.71 1.91 0.65
N -2.22 1.29 -0.44
C -3.07 1.00 -1.43
C -1.71 2.30 1.67
C -1.99 3.36 2.54
C -1.07 3.68 3.53
C 0.10 2.93 3.64
C 0.37 1.91 2.74
C -0.51 1.59 1.70
H -5.05 0.95 -2.21
H -6.01 1.93 -0.09
H -4.44 2.59 1.71
H -2.62 0.61 -2.33
H -2.90 3.93 2.45
H -1.27 4.50 4.21
H 0.81 3.15 4.44
H 1.30 1.36 2.84
C -2.94 -1.94 -2.93
P -1.25 -1.63 -2.31
C -0.37 -1.27 -3.86
C -0.74 -3.35 -1.98
H -2.93 -2.80 -3.60
H -3.33 -1.08 -3.48
H -3.62 -2.14 -2.10
H -0.76 -1.90 -4.66
H 0.69 -1.46 -3.72
H -0.49 -0.22 -4.13
H -0.49 -3.85 -2.92
H -1.56 -3.88 -1.50
H 0.14 -3.38 -1.34
C -3.09 -7.43 2.71
C -2.58 -6.03 2.56
C -3.02 -5.01 3.40
C -2.57 -3.71 3.25
C -1.66 -3.43 2.24
C -1.18 -4.43 1.40
C -1.64 -5.72 1.57
S -1.14 -1.78 2.02
O -1.91 -1.21 0.86
O -1.33 -1.11 3.26
O 0.25 -1.77 1.44
H -3.64 -7.56 3.64
H -2.28 -8.15 2.69
H -3.76 -7.68 1.88
H -3.73 -5.24 4.18
H -2.91 -2.92 3.91
H -0.44 -4.21 0.65
H -1.27 -6.51 0.92
N 1.27 3.44 -0.02
C 0.35 3.21 -0.95
S 0.54 1.85 -1.96
N -0.68 4.07 -1.00
C -1.83 4.08 -1.84
C -3.00 4.55 -1.26
C -4.17 4.61 -2.00
C -4.17 4.19 -3.32
C -2.99 3.75 -3.90
C -1.81 3.70 -3.17
H 1.90 2.67 0.18
H 1.06 4.04 0.77
H -0.76 4.69 -0.20
H -3.00 4.87 -0.22
H -5.08 4.97 -1.53
H -5.09 4.23 -3.90
H -2.98 3.45 -4.94
H -0.89 3.38 -3.64
```

Properties
Orbital gap (eV): 7.35
HOMO (hartree): -0.2849
2S+1: 1

=====

Entry 2:
C33H32NOP2Pt | wB97M-V/def2-TZVPD

```
70
C33H32NOP2Pt (wB97M-V/def2-TZVPD)
Pt -0.35 -0.25 0.32
C 1.30 -2.68 1.70
P 1.56 -0.87 1.42
C 1.86 -0.02 2.99
C 3.13 0.10 3.55
C 3.29 0.74 4.77
C 2.19 1.26 5.43
C 0.92 1.14 4.87
C 0.76 0.51 3.65
C 3.06 -0.74 0.42
C 4.20 -1.48 0.74
C 5.35 -1.36 -0.03
C 5.37 -0.50 -1.12
C 4.24 0.23 -1.45
C 3.09 0.11 -0.68
C 0.02 -3.09 1.04
C -0.54 -4.32 0.77
C -1.81 -4.08 0.18
C -1.98 -2.72 0.13
C -3.09 -1.84 -0.35
P -2.23 -0.39 -1.07
C -3.39 0.97 -1.28
C -2.91 2.27 -1.40
C -3.79 3.32 -1.60
C -5.15 3.08 -1.68
C -5.64 1.78 -1.56
C -4.76 0.73 -1.37
C -1.73 -0.93 -2.73
C -2.36 -0.44 -3.87
C -1.99 -0.91 -5.12
C -1.00 -1.87 -5.24
C -0.38 -2.37 -4.10
C -0.73 -1.89 -2.85
N -0.86 -2.12 0.65
H 1.30 -2.87 2.78
H 2.15 -3.21 1.27
H 4.00 -0.29 3.04
H 4.28 0.83 5.20
H 2.31 1.76 6.38
H 0.06 1.54 5.39
H -0.23 0.41 3.22
H 4.19 -2.17 1.58
H 6.23 -1.94 0.22
H 6.27 -0.41 -1.72
H 4.24 0.88 -2.31
H 2.19 0.65 -0.97
H -0.11 -5.28 1.01
H -2.53 -4.83 -0.11
H -3.72 -1.49 0.47
H -3.71 -2.34 -1.09
H -1.84 2.46 -1.35
H -3.41 4.33 -1.70
H -5.84 3.90 -1.83
H -6.70 1.59 -1.63
H -5.14 -0.28 -1.29
H -3.13 0.32 -3.79
H -2.48 -0.52 -6.00
H -0.72 -2.24 -6.21
H 0.40 -3.12 -4.19
H -0.23 -2.28 -1.97
C 1.91 3.07 0.74
C 0.43 2.86 0.82
C -0.46 3.87 1.47
O -0.08 1.84 0.37
H 2.22 4.04 1.13
H 2.22 2.98 -0.30
H 2.41 2.28 1.30
H 0.05 4.80 1.68
H -0.83 3.43 2.40
H -1.33 4.04 0.83
```

Properties
Total charge: +1
Orbital gap (eV): 7.55
HOMO (hartree): -0.3719
2S+1: 1

=====

Entry 3:
C33H33AsN2PPtS3Te | wB97M-V/def2-TZVPD

```
75
C33H33AsN2PPtS3Te (wB97M-V/def2-TZVPD)
Pt -0.08 -0.15 -0.16
C 3.90 0.46 -0.57
C 4.06 0.11 -2.04
As 4.82 -1.71 -2.33
C 4.50 -1.98 -4.22
C 3.30 -1.59 -4.81
C 3.09 -1.78 -6.16
C 4.07 -2.41 -6.93
C 5.25 -2.83 -6.35
C 5.46 -2.64 -4.99
C 6.76 -1.39 -2.20
C 7.50 -2.02 -1.21
C 8.87 -1.81 -1.12
C 9.50 -0.98 -2.04
C 8.76 -0.36 -3.03
C 7.39 -0.56 -3.13
P 2.40 -0.25 0.27
C 2.57 0.40 1.95
C 1.41 0.87 2.55
C 1.45 1.46 3.80
C 2.66 1.60 4.45
C 3.83 1.14 3.86
C 3.79 0.53 2.62
C 2.79 -2.03 0.23
C 3.44 -2.72 1.24
C 3.68 -4.08 1.10
C 3.29 -4.75 -0.05
C 2.62 -4.07 -1.05
C 2.36 -2.71 -0.92
H 3.81 1.54 -0.44
H 4.79 0.13 -0.01
H 4.77 0.80 -2.50
H 3.10 0.20 -2.56
H 2.52 -1.12 -4.21
H 2.17 -1.46 -6.62
H 3.89 -2.59 -7.98
H 6.01 -3.32 -6.94
H 6.38 -2.98 -4.53
H 7.01 -2.67 -0.50
H 9.44 -2.30 -0.35
H 10.56 -0.83 -1.99
H 9.25 0.28 -3.75
H 6.82 -0.08 -3.92
H 0.46 0.81 2.00
H 0.53 1.81 4.25
H 2.70 2.08 5.42
H 4.77 1.27 4.36
H 4.71 0.18 2.17
H 3.75 -2.20 2.14
H 4.18 -4.61 1.89
H 3.50 -5.80 -0.15
H 2.30 -4.58 -1.94
H 1.79 -2.17 -1.68
C -6.50 -0.73 -0.25
N -5.22 -0.80 0.43
C -4.37 0.21 0.52
N -4.67 1.41 0.03
S -2.84 0.00 1.27
H -6.94 -1.73 -0.29
H -6.37 -0.37 -1.27
H -7.19 -0.07 0.28
H -4.98 -1.66 0.90
H -5.56 1.61 -0.38
H -4.02 2.17 0.15
S -0.75 2.48 -2.24
C -0.40 1.03 -1.72
Te -0.77 -2.23 1.28
C -0.41 -4.18 0.62
C -0.04 -5.21 1.45
C -0.03 -6.45 0.79
C -0.42 -6.36 -0.51
S -0.79 -4.76 -0.97
H 0.23 -5.08 2.48
H 0.25 -7.38 1.26
H -0.52 -7.16 -1.22
```

Properties
Total charge: +2
Orbital gap (alpha / beta) (eV): 3.49 / 3.28
HOMO (alpha / beta) (hartree): -0.4287 / -0.4284
2S+1: 2

=====

Entry 4:
C33H33F9O8P2Sb2Ti | wB97M-V/def2-TZVPD

```
88
C33H33F9O8P2Sb2Ti (wB97M-V/def2-TZVPD)
Ti -0.93 -0.64 -1.34
C -4.32 -2.40 0.59
C -3.72 -3.01 -0.66
O -4.37 -4.23 -0.98
P -3.72 -1.82 -2.06
O -5.21 -1.48 -2.45
O -3.18 -2.63 -3.28
O -2.95 -0.59 -1.67
P -1.90 -3.40 -0.50
O -1.72 -4.40 0.72
O -1.52 -4.03 -1.80
O -1.18 -2.11 -0.09
H -5.41 -2.38 0.49
H -3.96 -1.38 0.74
H -4.06 -2.99 1.46
H -4.21 -4.46 -1.90
H -5.31 -0.73 -3.05
H -2.42 -3.22 -2.98
H -1.99 -5.30 0.49
C -0.77 -0.93 2.79
C 0.73 -1.23 2.98
C 1.42 -1.86 1.75
Sb 1.76 -0.36 0.26
C 2.36 -1.56 -1.42
C 1.81 -2.82 -1.69
C 2.16 -3.52 -2.84
C 3.07 -2.98 -3.73
C 3.63 -1.73 -3.47
C 3.27 -1.03 -2.33
C 3.76 -0.01 0.90
C 4.06 1.09 1.71
C 5.31 1.21 2.31
C 6.28 0.24 2.10
C 5.99 -0.85 1.28
C 4.75 -0.98 0.69
Sb -1.63 0.65 1.56
C -0.30 2.32 1.36
C 0.76 2.62 2.22
C 1.51 3.76 2.04
C 1.22 4.63 0.99
C 0.16 4.36 0.15
C -0.60 3.21 0.34
C -2.48 1.71 3.23
C -3.57 2.55 3.02
C -3.99 3.45 4.00
C -3.30 3.53 5.20
C -2.21 2.69 5.42
C -1.81 1.79 4.45
H -1.25 -0.72 3.75
H -1.23 -1.83 2.38
H 0.82 -1.95 3.80
H 1.26 -0.33 3.31
H 0.80 -2.65 1.34
H 2.39 -2.27 2.02
H 1.11 -3.27 -1.00
H 1.72 -4.49 -3.02
H 3.34 -3.52 -4.62
H 4.35 -1.31 -4.16
H 3.72 -0.05 -2.15
H 3.32 1.86 1.87
H 5.52 2.06 2.94
H 7.25 0.33 2.57
H 6.75 -1.61 1.11
H 4.54 -1.83 0.06
H 0.98 1.97 3.06
H 2.33 3.99 2.72
H 1.82 5.52 0.84
H -0.08 5.03 -0.66
H -1.45 3.02 -0.32
H -4.12 2.51 2.08
H -4.84 4.08 3.81
H -3.61 4.24 5.95
H -1.67 2.76 6.36
H -0.95 1.15 4.65
F -1.82 2.54 -4.72
C -1.25 2.35 -3.52
F -2.22 2.10 -2.64
F -0.67 3.50 -3.16
C -0.21 1.18 -3.54
O 0.06 0.72 -2.29
C -0.78 0.01 -4.45
F -0.37 -1.17 -3.93
F -0.40 0.07 -5.72
F -2.12 -0.03 -4.43
C 1.11 1.71 -4.17
F 1.90 0.68 -4.53
F 0.89 2.46 -5.27
F 1.79 2.45 -3.30
```

Properties
Orbital gap (alpha / beta) (eV): 6.79 / 8.34
HOMO (alpha / beta) (hartree): -0.2427 / -0.2998
2S+1: 3

=====

no.,DFT total energy (eV)
1,-87835.0140
2,-60098.9626
3,-150892.9482
4,-130368.8266